DFT (wB97M-V/def2-TZVPD) results for a structure of composition C13H30GeN5O7SW.

The value obtained for the HOMO energy (spin up / spin down) is -16.13 / -16.42 eV. As for the net charge: +2. Its spin multiplicity is 2. Its energy relative to the best compared isomer or geometry (same formula, charge and spin) is 8.3 kcal/mol. As for the lowest unoccupied orbital energy (spin up / spin down): -7.7 / -7.9 eV.

Geometry as XYZ:
```
58
Properties=species:S:1:pos:R:3:forces:R:3
W -0.43601 0.53776 -0.36815 -0.27 -0.18 -0.04
Ge -0.20669 -0.83691 2.47369 -0.30 -0.04 0.03
S -1.71040 2.67699 -0.32386 -0.06 0.35 0.01
O -1.26866 -0.91287 0.87037 0.21 0.24 -0.18
O -1.52604 2.01475 1.00716 0.20 -0.24 0.03
O 1.06630 -0.15887 -0.96094 0.12 -0.24 0.11
O -2.31332 1.52518 -1.08801 0.00 -0.24 0.12
O 0.55209 0.52516 1.53233 0.22 0.19 -0.07
O -0.23345 2.48502 -0.85115 -0.13 -0.12 -0.03
O -2.25350 3.96152 -0.42552 0.03 -0.03 -0.01
N -1.06258 0.32410 -4.46512 0.01 -0.12 -0.23
N -0.31572 0.42003 -3.42738 0.07 0.00 0.40
N -1.03727 -0.12087 -2.44359 -0.04 0.42 -0.01
N -0.61600 0.69384 -5.70989 -0.03 -0.03 0.05
N -2.22716 -0.26623 -4.28477 0.02 0.00 0.32
C 3.02337 0.19039 -2.32642 0.03 0.03 -0.01
C 1.57788 1.44522 2.22752 0.12 0.07 -0.01
C -2.60958 -2.55297 2.09802 0.03 0.06 0.03
C 2.28989 -0.87044 -1.53774 -0.09 0.12 -0.05
C -2.19532 -0.52273 -2.98854 -0.02 -0.04 -0.34
C -2.06397 -2.88169 -0.31362 0.03 0.01 0.01
C 3.07173 -1.35673 -0.33991 0.02 -0.01 0.03
C -2.44640 -1.87226 0.75066 -0.02 -0.13 0.01
C -3.66344 -1.03487 0.42839 0.02 0.06 -0.03
C 1.75421 -2.00306 -2.38303 0.02 -0.02 0.00
C 0.80042 2.36580 3.14528 -0.06 -0.06 -0.02
C 2.50886 0.53822 3.01308 0.00 -0.02 0.01
C 2.30908 2.19075 1.13395 -0.01 -0.03 -0.02
H -3.55884 -0.48736 -0.50471 0.00 0.01 -0.03
H 0.28820 1.80164 3.93052 -0.02 0.01 -0.01
H -1.21358 -3.48294 0.01201 -0.02 -0.01 0.01
H -4.53500 -1.68429 0.35001 0.00 -0.01 0.00
H 3.12586 2.75474 1.58415 -0.02 0.02 0.02
H 1.16880 -1.64009 -3.22330 0.02 0.02 -0.02
H 2.00008 0.00336 3.82116 -0.04 0.01 -0.02
H -3.00899 -0.99033 -2.46611 -0.01 0.01 0.01
H 3.25819 1.15991 3.50341 0.02 0.00 -0.02
H -1.79871 -2.41120 -1.25941 -0.03 0.01 0.03
H 3.96093 -0.23809 -2.68210 -0.01 0.01 -0.03
H 3.26274 1.04964 -1.69994 0.03 -0.03 -0.02
H -2.90175 -3.55576 -0.49210 0.00 0.00 -0.01
H 2.60661 -2.55266 -2.78429 -0.01 -0.02 0.01
H 3.42735 -0.52210 0.26083 0.02 -0.04 0.00
H 2.74589 1.50225 0.41054 -0.01 0.04 0.05
H -1.74874 -3.17371 2.35877 0.00 -0.01 0.01
H -3.47309 -3.21630 2.05097 0.01 -0.01 -0.02
H 1.65932 2.89422 0.61741 -0.01 0.00 0.01
H 2.48761 -2.04125 0.27829 -0.03 0.01 -0.02
H 3.94314 -1.90486 -0.69922 0.00 0.00 0.00
H 1.49470 3.04449 3.64097 0.03 -0.01 -0.02
H -1.38521 0.57093 -6.36056 0.01 0.02 -0.02
H 0.07106 2.95456 2.59784 -0.02 0.03 -0.01
H 3.03004 -0.17724 2.37737 -0.02 0.01 -0.01
H -0.28834 1.65407 -5.68434 -0.01 0.00 -0.01
H -2.81275 -1.83626 2.89966 0.00 -0.01 -0.02
H -3.85130 -0.30375 1.21502 -0.01 -0.02 0.02
H 1.15432 -2.69377 -1.78895 0.02 -0.01 0.01
H 2.44291 0.52684 -3.18313 -0.01 -0.04 0.01
```
Forces are in eV/Å.

Taken from the Mulliken analysis, the atomic charges in e are: number 1, W, carries 2.16; number 2, Ge, carries -0.10; number 3, S, carries 0.87; number 4, O, carries -0.75; number 5, O, carries -0.56; number 6, O, carries 1.32; number 7, O, carries -0.60; number 8, O, carries 0.41; number 9, O, carries -0.74; number 10, O, carries -0.54; number 11, N, carries 1.02; number 12, N, carries -0.39; number 13, N, carries 0.33; number 14, N, carries -0.68; number 15, N, carries -0.89; number 16, C, carries -1.33; number 17, C, carries 1.22; number 18, C, carries -2.18; number 19, C, carries 1.24; number 20, C, carries -0.32; number 21, C, carries -1.41; number 22, C, carries -1.26; number 23, C, carries 1.57; number 24, C, carries -1.57; number 25, C, carries -1.51; number 26, C, carries -1.62; number 27, C, carries -1.67; number 28, C, carries -1.54; number 29, H, carries 0.26; number 30, H, carries 0.37; number 31, H, carries 0.37; number 32, H, carries 0.49; number 33, H, carries 0.59; number 34, H, carries 0.35; number 35, H, carries 0.49; number 36, H, carries 0.42; number 37, H, carries 0.48; number 38, H, carries 0.18; number 39, H, carries 0.46; number 40, H, carries 0.31; number 41, H, carries 0.44; number 42, H, carries 0.49; number 43, H, carries 0.22; number 44, H, carries 0.15; number 45, H, carries 0.51; number 46, H, carries 0.49; number 47, H, carries 0.35; number 48, H, carries 0.32; number 49, H, carries 0.55; number 50, H, carries 0.48; number 51, H, carries 0.34; number 52, H, carries 0.30; number 53, H, carries 0.31; number 54, H, carries 0.28; number 55, H, carries 0.54; number 56, H, carries 0.36; number 57, H, carries 0.31; number 58, H, carries 0.30